(1)
Molecular formula: C25H72N4O11
Method: DFT, ωB97M-V/def2-TZVPD

Atoms and positions in Å:
N (-3.1553, 3.4402, -1.5206)
C (-2.2029, 3.7190, -0.6944)
N (-1.4485, 4.7985, -0.9256)
O (-1.9386, 2.9366, 0.1811)
H (-3.2377, 4.0304, -2.3360)
H (-3.6958, 2.5989, -1.3785)
H (-1.4161, 5.4152, -1.7248)
H (-0.7281, 4.8930, -0.2240)
N (-0.0099, -3.0970, 1.2674)
C (-0.4950, -4.0864, 0.6261)
N (0.1648, -5.1987, 1.0348)
O (-1.5284, -3.9988, -0.0851)
H (0.8567, -3.1549, 1.7830)
H (-0.5678, -2.2556, 1.2377)
H (0.9400, -5.2212, 1.6818)
H (-0.2533, -6.0811, 0.7765)
C (2.3525, -0.0729, 2.4585)
C (3.0858, -1.4897, 2.4989)
C (4.3286, -1.5500, 3.4175)
O (2.2888, -2.5580, 2.9889)
H (2.1564, 0.3409, 3.4476)
H (1.4340, -0.0510, 1.8719)
H (3.0373, 0.6321, 1.9871)
H (3.3519, -1.7966, 1.4874)
H (4.8437, -2.5106, 3.4236)
H (4.1151, -1.2166, 4.4331)
H (5.0221, -0.7864, 3.0653)
H (1.8803, -2.4360, 3.8490)
C (-6.3253, -1.7456, 2.7825)
C (-5.0686, -1.5471, 3.6016)
C (-3.7373, -1.5054, 2.8039)
O (-5.3077, -0.1516, 4.0768)
H (-6.3321, -2.7673, 2.4028)
H (-6.3987, -1.0501, 1.9465)
H (-7.2624, -1.5791, 3.3137)
H (-4.9185, -2.2937, 4.3814)
H (-2.8725, -1.5060, 3.4675)
H (-3.7029, -0.6674, 2.1077)
H (-3.6153, -2.3108, 2.0796)
H (-5.5974, 0.3689, 3.3240)
C (7.5368, 0.5358, -0.5518)
C (6.0399, 0.4853, -0.4706)
C (5.3194, 0.6498, -1.8057)
O (5.7387, -0.7669, 0.1039)
H (7.8217, 1.2371, -1.3361)
H (8.0677, -0.3832, -0.7999)
H (7.9458, 0.9416, 0.3735)
H (5.7145, 1.2005, 0.2849)
H (4.3169, 0.3009, -1.5579)
H (5.7377, 0.0514, -2.6151)
H (5.1860, 1.6921, -2.0951)
H (6.4351, -1.2238, -0.3736)
C (3.7158, 5.3648, 0.2610)
C (2.2879, 5.0834, -0.0611)
C (2.2112, 3.5956, -0.5941)
O (1.5220, 5.0865, 1.0585)
H (4.2219, 5.5147, -0.6927)
H (4.0931, 4.5426, 0.8690)
H (3.8772, 6.2772, 0.8350)
H (1.8626, 5.7652, -0.7976)
H (2.9694, 3.5157, -1.3731)
H (1.2436, 3.4451, -1.0728)
H (2.4106, 2.8603, 0.1854)
H (1.8441, 4.3092, 1.5207)
C (-5.0258, 0.3549, -0.9913)
C (-6.1763, 1.2572, -1.1231)
C (-6.5399, 1.7569, -2.4761)
O (-7.2503, 0.5273, -0.6011)
H (-4.9384, -0.4181, -1.7547)
H (-4.9896, -0.0335, 0.0265)
H (-4.0034, 0.7208, -1.0852)
H (-5.9179, 2.1679, -0.5829)
H (-5.5827, 2.0112, -2.9314)
H (-7.1174, 2.6715, -2.3418)
H (-7.0157, 0.9897, -3.0870)
H (-7.9417, 1.1048, -0.2694)
C (-0.8269, 2.1325, 5.3903)
C (-0.7865, 1.4654, 4.0082)
O (-0.1391, 2.1061, 2.9499)
H (-1.7287, 2.7397, 5.4685)
H (0.0580, 2.7627, 5.4796)
H (-0.8156, 1.3539, 6.1531)
H (-1.7875, 1.1156, 3.7559)
H (-0.3016, 0.5445, 4.3323)
H (0.1012, 1.4364, 2.3054)
C (1.9224, -5.9400, -3.3946)
C (1.8496, -4.6506, -2.5380)
O (2.2052, -4.8243, -1.1711)
H (2.8887, -6.1015, -3.8725)
H (1.0973, -5.8959, -4.1055)
H (1.7652, -6.7597, -2.6936)
H (0.8126, -4.3702, -2.7226)
H (2.5686, -3.9088, -2.8855)
H (1.6750, -4.2500, -0.6137)
C (0.7549, -0.4402, -0.9859)
C (-0.4232, 0.3838, -0.4723)
O (-1.0363, -0.1548, 0.5532)
H (1.6817, -0.3116, -0.4268)
H (0.9052, -0.1462, -2.0247)
H (0.7416, -1.5300, -0.9757)
H (-1.0852, 0.5091, -1.3291)
H (-0.1072, 1.3830, -0.1723)
H (-1.8084, 0.4126, 0.6129)
C (-1.2807, -1.2032, -5.9146)
C (0.2314, -1.3173, -5.5598)
O (0.7299, -0.4110, -6.5333)
H (-1.8824, -1.9614, -5.4133)
H (-1.5876, -1.3741, -6.9464)
H (-1.6880, -0.2789, -5.5048)
H (0.4120, -2.3655, -5.7980)
H (0.4749, -1.0303, -4.5368)
H (0.7478, -0.7996, -7.4109)

Values from the calculation:
Kohn-Sham gap (eV): 9.76
LUMO level (eV): 0.417
Relative energy (zero: lowest compared OMol25 entry of this formula, charge and spin) (eV): 2.925
E_HOMO (Eh): -0.34346

Atom charges from the Löwdin analysis, given in e for atoms 1 to 2: number 1, N, carries 0.1875; number 2, C, carries -0.7624

***

(2)
Molecular formula: C25H72N5O12S
Method: DFT, ωB97M-V/def2-TZVPD

Atoms and positions in Å:
O (14.8358, -16.8146, 10.1719)
H (15.7210, -17.1717, 10.2740)
H (14.3558, -16.9307, 10.9952)
H (14.3480, -17.2883, 9.4942)
O (13.3602, -19.6041, 10.5786)
H (14.2254, -19.9535, 10.8041)
H (13.1983, -18.8552, 11.1569)
H (13.3430, -19.2599, 9.6826)
O (15.5476, -18.6208, 13.9476)
H (16.3107, -18.8622, 13.4174)
H (14.8211, -18.3182, 13.3979)
H (15.8058, -17.9845, 14.6184)
S (16.9265, -19.3930, 11.0687)
O (17.6726, -20.4440, 10.3404)
O (17.4543, -19.1222, 12.4262)
O (16.8284, -18.1926, 10.2918)
O (15.6340, -19.9802, 11.3571)
C (20.0556, -18.5729, 15.6696)
C (20.0998, -17.3808, 14.7792)
C (21.0816, -17.8272, 13.5851)
O (21.2313, -16.6079, 12.8583)
C (21.9264, -16.8130, 11.6730)
N (18.7745, -17.0994, 14.2779)
H (19.5034, -19.3756, 15.1807)
H (19.4813, -18.4158, 16.5826)
H (21.0336, -18.9309, 15.9912)
H (20.5257, -16.5681, 15.3678)
H (20.5513, -18.4908, 12.9021)
H (22.0088, -18.2232, 13.9992)
H (22.3022, -15.8335, 11.3771)
H (21.3510, -17.2831, 10.8755)
H (22.8889, -17.3241, 11.6944)
H (18.4086, -17.8720, 13.7400)
H (18.8835, -16.3529, 13.6062)
C (13.9881, -23.3633, 7.8844)
C (14.6091, -22.5460, 9.0387)
C (14.6446, -23.1974, 10.4461)
O (13.3825, -22.7221, 10.9180)
C (13.1997, -22.8334, 12.3813)
N (15.9477, -22.1985, 8.5633)
H (12.9344, -23.5226, 8.1135)
H (14.4864, -24.3249, 7.7609)
H (14.0686, -22.8884, 6.9066)
H (14.1060, -21.5860, 9.1537)
H (15.4249, -22.8045, 11.0980)
H (14.8100, -24.2748, 10.4420)
H (13.3071, -23.9021, 12.5670)
H (12.2919, -22.3405, 12.7292)
H (13.9611, -22.3554, 12.9977)
H (16.4925, -21.9197, 9.3668)
H (16.4858, -23.0093, 8.2928)
C (17.9806, -23.8554, 13.5726)
C (17.6654, -22.3763, 13.4448)
C (17.5770, -21.6537, 14.8837)
O (16.7033, -22.4625, 15.7022)
C (16.0148, -21.6802, 16.6297)
N (18.6531, -21.7762, 12.6241)
H (18.8565, -24.0207, 14.2000)
H (17.9974, -24.5071, 12.6991)
H (17.2821, -24.3616, 14.2390)
H (16.7280, -22.2650, 12.8998)
H (17.3241, -20.6036, 14.7373)
H (18.5581, -21.6923, 15.3571)
H (16.7984, -21.1739, 17.1933)
H (15.3963, -22.2966, 17.2821)
H (15.4264, -20.9143, 16.1244)
H (18.4787, -21.9846, 11.6514)
H (18.4800, -20.7886, 12.5026)
C (21.3570, -21.1853, 10.3137)
C (20.6133, -22.1891, 9.3847)
C (20.0863, -23.4517, 10.0851)
O (19.8386, -24.4549, 9.1017)
C (19.8167, -25.7660, 9.6536)
N (19.5076, -21.4595, 8.7596)
H (21.2963, -20.2030, 9.8452)
H (22.4017, -21.4940, 10.3512)
H (20.9153, -21.0842, 11.3050)
H (21.3091, -22.4762, 8.5963)
H (19.2098, -23.2735, 10.7080)
H (20.8720, -23.8245, 10.7422)
H (19.5154, -26.3620, 8.7922)
H (19.1339, -25.8005, 10.5026)
H (20.7645, -26.1349, 10.0455)
H (18.9026, -22.1595, 8.3546)
H (18.8785, -20.9795, 9.3872)
C (17.4983, -16.2275, 7.6518)
C (17.7022, -14.9090, 8.4922)
C (16.6650, -13.8973, 7.9600)
C (16.5638, -12.6362, 8.8317)
C (16.3462, -13.0178, 10.3395)
C (17.3127, -14.0795, 10.9272)
N (17.5418, -15.2529, 9.9472)
O (18.4625, -16.2103, 10.4433)
C (18.5928, -13.3510, 11.3930)
C (16.5188, -14.6638, 12.0737)
C (19.1347, -14.3192, 8.1554)
H (18.0716, -17.0961, 7.9757)
H (17.6062, -16.0385, 6.5837)
H (16.4920, -16.6395, 7.7270)
H (17.0716, -13.5525, 7.0093)
H (15.7323, -14.3482, 7.6213)
H (15.7262, -12.1068, 8.3774)
H (17.2288, -11.7775, 8.7401)
H (15.3022, -13.3296, 10.3092)
H (16.4696, -12.0643, 10.8530)
H (19.2565, -14.0506, 11.9010)
H (19.2133, -12.9376, 10.5980)
H (18.4220, -12.5865, 12.1510)
H (16.1439, -14.0176, 12.8674)
H (15.5645, -15.0879, 11.7614)
H (16.9930, -15.5249, 12.5445)
H (19.8231, -14.6068, 8.9500)
H (19.1968, -13.2311, 8.1370)
H (19.6245, -14.6308, 7.2328)
H (17.9868, -17.0411, 10.3729)

Values from the calculation:
Expectation value of S²: 0.75
Kohn-Sham gap (spin up / spin down) (eV): 3.04 / 2.29
LUMO level (spin up / spin down) (eV): -8.753 / -9.494
Spin multiplicity: 2
E_HOMO (spin up / spin down) (Eh): -0.43329 / -0.43312
Charge: +2

Atom charges from the Löwdin analysis, given in e for atoms 1 to 2: number 1, O, carries 0.3043; number 2, H, carries 0.0250

***

Q: Number 2 is which compound?
A: C25H72N5O12S